Density functional theory data (ωB97M-V/def2-TZVPD) for a cluster of 2 separate species, C4H12N2O in total.

Each line ends with the Löwdin charge.
Element x y z (Å)
1 C 0.20146 -0.82730 -0.81398  -0.5388
2 O -0.05117 -1.33570 -2.01559  -0.2163
3 C 0.89555 -1.65673 0.30295  -0.2380
4 N 1.15900 -0.83019 1.55661  -0.0467
5 H 0.87508 0.06875 -0.93410  0.1012
6 H -0.84397 -0.57632 -0.33881  0.0978
7 H 0.26466 -2.52073 0.57174  0.1056
8 H 1.86215 -2.08476 -0.12417  0.1216
9 H 1.13306 -1.45844 2.38975  0.0791
10 H 2.13538 -0.48212 1.48101  0.0766
11 C -0.73273 2.18338 -0.82173  -0.0513
12 C -1.23050 0.82586 1.11872  0.0375
13 N -0.42679 1.62850 0.51537  -0.1235
14 H 0.11994 2.88765 -0.97736  0.1038
15 H -1.69623 2.67157 -0.78110  0.0816
16 H -0.72713 1.37846 -1.61028  0.1003
17 H -2.17330 0.49205 0.66402  0.1123
18 H -0.94526 0.50021 2.09197  0.0824
19 H 0.47681 1.06989 0.47239  0.1147

Properties
LUMO energy = -0.9128 eV
highest occupied orbital energy = -7.14 eV
energy above the lowest of the compared OMol25 structures with the same formula, charge and spin = 137.44 kcal per mole
HOMO-LUMO gap = 6.223 eV